Molecular formula: C33H24N9NiS2Se
Method: DFT, ωB97M-V/def2-TZVPD

Last column: natural (NBO) charge in e.
Cartesian coordinates (Å):
Ni -0.26 -0.60 -1.31  1.050
C -0.22 1.96 -4.65  0.030
C -0.05 0.81 -3.87  0.050
N -0.51 0.79 -2.63  -0.427
C -1.14 1.88 -2.15  0.111
C -1.32 2.99 -2.96  0.037
N -0.85 3.03 -4.21  -0.325
C -1.56 1.75 -0.74  0.283
C -2.22 2.66 0.05  -0.240
C -2.56 2.33 1.37  0.144
C -2.18 1.07 1.84  -0.220
C -1.50 0.20 1.00  0.175
N -1.22 0.56 -0.25  -0.466
C -1.02 -1.17 1.28  0.193
C -1.17 -1.87 2.46  0.024
N -0.72 -3.11 2.60  -0.329
C -0.10 -3.66 1.56  0.026
C 0.08 -2.97 0.36  0.045
N -0.38 -1.73 0.24  -0.435
C -3.31 3.28 2.24  -0.087
C -3.78 4.50 1.75  -0.221
C -4.48 5.34 2.60  0.051
N -4.74 5.06 3.87  -0.374
C -4.29 3.90 4.33  0.050
C -3.58 2.99 3.57  -0.222
H 0.18 2.00 -5.66  0.227
H 0.45 -0.07 -4.24  0.244
H -1.85 3.86 -2.60  0.214
H -2.47 3.63 -0.36  0.233
H -2.41 0.75 2.84  0.233
H -1.67 -1.42 3.31  0.212
H 0.26 -4.67 1.67  0.227
H 0.60 -3.40 -0.48  0.254
H -3.62 4.81 0.73  0.212
H -4.85 6.29 2.23  0.208
H -4.52 3.68 5.37  0.208
H -3.25 2.08 4.04  0.211
S 2.88 -2.49 -2.16  -0.239
C 1.37 -2.60 -2.87  -0.096
N 0.22 -2.04 -2.49  -0.674
C -0.89 -2.53 -3.21  0.177
C -2.23 -2.21 -3.01  -0.278
C -3.20 -2.82 -3.78  -0.190
C -2.86 -3.73 -4.78  -0.212
C -1.53 -4.04 -5.01  -0.199
C -0.56 -3.44 -4.22  -0.252
S 1.16 -3.69 -4.22  0.438
H -2.52 -1.50 -2.24  0.207
H -4.25 -2.59 -3.61  0.222
H -3.63 -4.20 -5.37  0.228
H -1.25 -4.74 -5.78  0.232
C 3.62 2.23 1.70  -0.415
N 3.71 0.81 1.42  -0.374
C 3.12 0.17 0.39  0.295
Se 2.05 0.82 -0.95  -0.344
N 3.46 -1.13 0.47  -0.562
C 4.31 -1.34 1.55  0.093
C 4.94 -2.47 2.04  -0.209
C 5.73 -2.31 3.17  -0.202
C 5.88 -1.06 3.78  -0.201
C 5.25 0.07 3.29  -0.248
C 4.46 -0.10 2.16  0.169
H 2.90 2.67 1.02  0.247
H 4.59 2.70 1.56  0.220
H 3.29 2.38 2.73  0.211
H 3.22 -1.78 -0.29  0.438
H 4.83 -3.44 1.56  0.231
H 6.24 -3.17 3.58  0.228
H 6.51 -0.98 4.66  0.228
H 5.36 1.03 3.76  0.229

## Properties
- Net charge: +1
- F_max: 0.974 eV Å⁻¹
- Kohn-Sham gap: 5.558 eV
- Total energy: -6470.7755 Eh
- E_LUMO: -0.157 Eh

Molecular formula: C33H25AuN3P
Method: DFT, ωB97M-V/def2-TZVPD

Last column: natural (NBO) charge in e.
Cartesian coordinates (Å):
Au -0.82 0.57 0.76  1.280
C -4.37 -1.85 1.51  -0.207
C -4.04 -2.45 2.71  -0.094
C -2.84 -2.13 3.32  -0.190
C -1.98 -1.23 2.73  0.165
N -2.33 -0.64 1.54  -0.471
C -3.48 -0.94 0.95  0.096
C -0.66 -0.85 3.30  0.196
C -0.17 -1.16 4.56  -0.188
C 1.08 -0.67 4.91  -0.102
C 1.82 0.12 4.04  -0.207
C 1.28 0.38 2.79  0.281
N 0.09 -0.12 2.48  -0.535
C 1.88 1.19 1.69  0.136
C 3.17 1.68 1.74  -0.191
C 3.70 2.33 0.62  -0.092
C 2.93 2.46 -0.51  -0.218
C 1.63 1.96 -0.50  0.117
N 1.12 1.35 0.56  -0.481
H -5.30 -2.07 1.00  0.263
H -4.71 -3.16 3.17  0.259
H -2.56 -2.60 4.25  0.250
H -3.70 -0.42 0.03  0.253
H -0.74 -1.75 5.26  0.253
H 1.48 -0.89 5.89  0.260
H 2.78 0.51 4.34  0.252
H 3.77 1.54 2.62  0.248
H 4.71 2.71 0.65  0.258
H 3.31 2.94 -1.40  0.262
H 0.98 2.03 -1.36  0.249
C -0.29 0.94 -7.05  -0.176
C -0.85 -0.26 -6.65  -0.216
C -0.84 -0.62 -5.31  -0.147
C -0.25 0.22 -4.37  -0.389
C 0.32 1.42 -4.79  -0.191
C 0.30 1.78 -6.12  -0.201
P -0.27 -0.09 -2.58  0.795
C -0.62 -1.88 -2.48  -0.358
C 0.31 -2.75 -3.05  -0.143
C 0.13 -4.12 -2.95  -0.207
C -0.97 -4.64 -2.27  -0.195
C -1.89 -3.78 -1.70  -0.196
C -1.71 -2.40 -1.81  -0.239
C -1.83 0.75 -2.08  -0.406
C -2.83 1.12 -2.99  -0.109
C -3.88 1.93 -2.61  -0.210
C -3.95 2.43 -1.32  -0.179
C -2.99 2.09 -0.38  -0.287
C -1.96 1.24 -0.77  -0.198
H -0.31 1.21 -8.10  0.233
H -1.31 -0.92 -7.37  0.231
H -1.28 -1.56 -5.00  0.215
H 0.80 2.08 -4.07  0.201
H 0.74 2.72 -6.44  0.229
H 1.17 -2.37 -3.57  0.217
H 0.85 -4.79 -3.40  0.233
H -1.11 -5.71 -2.20  0.232
H -2.76 -4.17 -1.19  0.216
H -2.45 -1.74 -1.39  0.192
H -2.76 0.77 -4.01  0.235
H -4.65 2.20 -3.33  0.242
H -4.75 3.11 -1.04  0.241
H -3.04 2.49 0.62  0.231

## Properties
- Net charge: +2
- F_max: 0.858 eV Å⁻¹
- Kohn-Sham gap: 5.786 eV
- Total energy: -1913.3139 Eh
- E_LUMO: -0.260 Eh

Molecular formula: C33H25BrN7O4Ti
Method: DFT, ωB97M-V/def2-TZVPD

Last column: Löwdin charge in e.
Cartesian coordinates (Å):
Ti -0.23 0.08 0.05  1.090
O -0.93 -6.00 2.75  0.024
C -1.51 -5.77 1.69  -0.663
O -2.36 -6.29 0.97  0.028
C -1.06 -4.33 1.11  -0.011
C 0.13 -3.75 1.55  0.091
C 0.43 -2.48 1.12  -0.184
N -0.39 -1.80 0.28  -0.030
C -1.50 -2.41 -0.23  -0.153
C -1.87 -3.66 0.19  0.100
C -2.06 -1.62 -1.33  -0.160
C -3.16 -1.96 -2.10  0.053
C -3.45 -1.20 -3.23  0.018
C -2.60 -0.15 -3.58  0.001
C -1.54 0.14 -2.75  -0.095
N -1.29 -0.54 -1.62  -0.014
C 1.51 -1.62 1.60  -0.175
C 2.60 -2.04 2.37  0.050
C 3.49 -1.10 2.85  0.015
C 3.26 0.25 2.57  -0.001
C 2.19 0.59 1.78  -0.077
N 1.34 -0.32 1.27  -0.021
H 0.74 -4.31 2.25  0.139
H -2.76 -4.17 -0.17  0.139
H -3.78 -2.80 -1.83  0.138
H -4.30 -1.44 -3.85  0.137
H -2.76 0.42 -4.48  0.129
H -0.84 0.94 -3.00  0.125
H 2.72 -3.09 2.58  0.138
H 4.34 -1.40 3.43  0.136
H 3.92 1.01 2.97  0.130
H 2.00 1.63 1.52  0.129
C -1.43 -0.36 2.93  0.031
O -1.28 0.46 1.75  -0.206
C -1.72 1.80 1.90  -0.172
C -2.17 2.34 3.08  -0.037
C -2.64 3.65 3.07  -0.644
Br -3.27 4.39 4.69  0.852
C -2.67 4.39 1.91  -0.029
C -2.18 3.86 0.72  -0.056
C -1.69 2.56 0.74  -0.143
O -1.21 1.91 -0.42  -0.049
C -2.25 4.68 -0.49  -0.261
N -3.08 5.67 -0.61  0.205
C -2.94 6.15 -1.89  -0.206
C -3.57 7.22 -2.52  0.012
C -3.22 7.49 -3.83  -0.059
C -2.27 6.72 -4.51  -0.064
C -1.62 5.66 -3.90  -0.021
C -1.98 5.40 -2.58  -0.190
N -1.56 4.42 -1.68  0.131
H -0.75 -0.02 3.72  0.123
H -1.17 -1.38 2.66  0.094
H -2.46 -0.34 3.27  0.126
H -2.20 1.78 4.01  0.114
H -3.07 5.39 1.89  0.126
H -1.66 2.33 -1.18  0.116
H -4.30 7.82 -2.00  0.124
H -3.69 8.31 -4.35  0.115
H -2.03 6.96 -5.53  0.114
H -0.87 5.08 -4.42  0.109
H -0.63 4.04 -1.75  0.144
N 2.11 -0.49 -1.76  0.051
C 3.22 0.01 -2.31  -0.020
C 3.19 1.38 -2.12  -0.004
C 1.99 1.62 -1.45  -0.106
N 1.33 0.48 -1.24  -0.108
H 1.81 -1.45 -1.76  0.174
H 3.96 -0.61 -2.79  0.145
H 3.93 2.10 -2.44  0.122
H 1.60 2.57 -1.12  0.122

## Properties
- Net charge: +2
- F_max: 2.888 eV Å⁻¹
- Kohn-Sham gap (spin up / spin down): 5.336 / 5.147 eV
- Total energy: -5379.8211 Eh
- E_LUMO (spin up / spin down): -0.267 / -0.273 Eh
- Expectation value of S²: 0.756
- 2S+1: 2